(P)
The following is a quantum chemistry calculation of one molecule with the formula C3H7Br2OP, from the OMol25 dataset.

Each line ends with the Löwdin charge.
CARTESIAN COORDINATES (ANGSTROEM)
C1 -1.3586 -0.3317 -2.1476  -0.36
P1 -0.7635 0.6223 -0.7144  0.55
Br1 -2.7316 0.6718 0.2971  0.30
O1 0.0500 -0.7921 0.1853  -0.53
C2 0.5699 -0.4659 1.4088  -0.46
C3 1.6421 0.6715 1.3464  -0.54
Br2 2.4304 0.4229 -0.4326  0.62
H1 -0.5291 -0.9398 -2.6142  0.07
H2 -1.7668 0.2677 -2.8767  0.00
H3 -2.1348 -0.9236 -1.6883  -0.01
H4 -0.3291 -0.1450 2.0445  0.11
H5 1.1788 -1.3587 1.8537  0.15
H6 2.4812 0.6255 2.1079  0.08
H7 1.2612 1.6751 1.2302  0.02

Calculated values
HOMO energy (eV): -9.29
Frontier orbital gap (eV): 9.93
LUMO energy (eV): 0.640
SMILES: CP(Br)OCCBr

(Q)
The following is a quantum chemistry calculation of one molecule with the formula C3H7Br2OP, from the OMol25 dataset.

Each line ends with the Löwdin charge.
CARTESIAN COORDINATES (ANGSTROEM)
C1 -2.1488 -0.4593 1.4797  -0.29
P1 -0.7573 -0.8588 0.1452  0.52
Br1 -2.1114 -0.3951 -1.6074  0.22
O1 -0.0317 0.5966 0.3689  -0.52
C2 1.2985 0.9193 -0.0923  -0.31
C3 1.7105 0.0695 -1.2843  -0.63
Br2 2.2498 -1.7375 -0.8284  0.62
H1 -1.4409 -0.4028 2.3688  0.05
H2 -2.8077 -1.2856 1.5322  0.00
H3 -2.5710 0.4653 1.1603  0.00
H4 1.1903 2.0138 -0.2957  0.14
H5 2.0202 0.4917 0.7897  0.14
H6 2.5037 0.5330 -1.8309  0.06
H7 0.8958 0.0499 -1.9060  -0.01

Calculated values
HOMO energy (eV): -8.86
Frontier orbital gap (eV): 9.56
LUMO energy (eV): 0.702
SMILES: CP(Br)OCCBr

Result of the stability comparison: (Q) is the most stable of them.

(P)
The following is a quantum chemistry calculation of one molecule with the formula C5H6O2S, from the OMol25 dataset.

Each line ends with the Löwdin charge.
CARTESIAN COORDINATES (ANGSTROEM)
C1 -2.1357 1.1331 0.5209  0.03
C2 -2.0877 -0.1275 0.0918  -0.08
C3 -0.9502 -0.6224 -0.7678  -0.40
O1 -1.1233 -1.4566 -1.6201  0.12
C4 0.4323 -0.0011 -0.5649  -0.84
S1 0.8804 1.4209 -1.1731  0.80
O2 1.0925 -0.8625 0.1194  -0.07
C5 2.4957 -0.4972 0.3901  -0.05
H1 -3.0062 1.4975 1.1212  0.08
H2 -1.3027 1.8392 0.3055  0.04
H3 -2.8332 -0.9002 0.2081  0.11
H4 3.0235 -0.3007 -0.5218  0.07
H5 2.5997 0.3201 1.1247  0.10
H6 2.9150 -1.4424 0.7661  0.10

Calculated values
HOMO energy (eV): -8.98
Frontier orbital gap (eV): 9.20
LUMO energy (eV): 0.220
SMILES: C=CC(=O)C(=S)OC

(Q)
The following is a quantum chemistry calculation of one molecule with the formula C5H6O2S, from the OMol25 dataset.

Each line ends with the Löwdin charge.
CARTESIAN COORDINATES (ANGSTROEM)
C1 -1.3026 -1.7489 1.0640  -0.03
O1 -0.9328 -1.4902 -0.2815  -0.13
C2 -0.3152 -0.3517 -0.5555  -0.63
S1 -0.4510 0.2277 -2.1209  1.07
C3 0.5808 1.5852 -1.8487  -0.44
C4 1.0951 1.5378 -0.6186  -0.15
C5 0.5555 0.4067 0.1629  -0.30
O2 0.8991 0.2048 1.5180  0.03
H1 -1.9554 -2.6056 1.1696  0.09
H2 -1.9428 -0.8378 1.2701  0.13
H3 -0.4795 -1.9412 1.5849  0.04
H4 0.6126 2.3393 -2.7702  0.12
H5 1.8324 2.3064 -0.2537  0.13
H6 1.8039 0.3674 1.6796  0.07

Calculated values
HOMO energy (eV): -8.08
Frontier orbital gap (eV): 8.87
LUMO energy (eV): 0.785
SMILES: COc1sccc1O

Result of the stability comparison: (P) is the most stable of them.